(1)
C29H35BO6PPt | the ωB97M-V functional and the def2-TZVPD basis

Cartesian coordinates (Å):
Pt (0.850118, -1.770783, -1.445224)
O (4.949151, -2.830749, -1.076184)
C (3.865503, -2.279862, -1.199333)
O (2.717703, -2.861653, -1.070719)
C (3.812328, -0.778553, -1.521768)
P (2.240046, -0.112666, -0.875746)
C (2.636510, 0.227620, 0.871612)
C (2.404201, 1.458882, 1.475168)
C (2.663664, 1.642757, 2.826338)
C (3.165781, 0.597900, 3.586402)
C (3.406826, -0.631784, 2.990405)
C (3.136124, -0.821912, 1.644449)
C (2.112811, 1.521499, -1.667522)
C (1.007107, 1.833009, -2.452479)
C (0.943657, 3.056215, -3.108478)
C (1.979512, 3.971219, -2.989258)
C (3.090063, 3.661327, -2.214610)
C (3.156302, 2.440305, -1.560491)
H (3.767942, -0.675184, -2.608964)
H (4.707502, -0.277752, -1.157710)
H (1.993214, 2.275094, 0.894778)
H (2.453855, 2.600336, 3.287655)
H (3.352404, 0.735805, 4.644173)
H (3.784835, -1.457833, 3.579441)
H (3.287976, -1.799742, 1.203148)
H (0.188393, 1.128116, -2.534588)
H (0.075857, 3.291898, -3.712492)
H (1.924537, 4.924907, -3.500332)
H (3.904383, 4.369151, -2.119633)
H (4.024079, 2.203353, -0.955324)
C (-0.208255, -3.573505, -3.466731)
O (-0.370067, -3.179936, -2.135092)
H (-0.840518, -4.448677, -3.671336)
H (0.826665, -3.858964, -3.703118)
H (-0.500643, -2.781635, -4.173433)
C (-3.151663, -2.886178, -0.863316)
C (-2.984432, -1.449087, -0.385435)
C (-4.036641, -1.160409, 0.681582)
O (-1.703651, -1.307979, 0.225013)
B (-0.846103, -0.543331, -0.605122)
O (-1.561782, -0.191559, -1.802286)
C (-2.952838, -0.390104, -1.548664)
C (-3.617323, -0.851605, -2.834165)
C (-3.526641, 0.965712, -1.132334)
H (-3.041378, -3.543669, 0.001608)
H (-2.372403, -3.147651, -1.577407)
H (-4.143069, -3.047887, -1.294670)
H (-3.972578, -1.930481, 1.451841)
H (-5.044908, -1.181525, 0.257961)
H (-3.869475, -0.195917, 1.159722)
H (-3.131260, -1.748035, -3.216467)
H (-3.533017, -0.064531, -3.586617)
H (-4.678148, -1.062517, -2.674215)
H (-3.052921, 1.324635, -0.217880)
H (-4.606575, 0.924544, -0.972922)
H (-3.317613, 1.685076, -1.926701)
C (-0.955340, 2.667911, 1.051523)
C (-0.657160, 1.208921, 1.201014)
O (-0.225961, 0.610889, 0.076510)
C (-0.645696, 0.560896, 2.458392)
C (-0.175854, -0.764376, 2.620695)
C (-0.124327, -1.346034, 3.868770)
C (-0.538996, -0.652151, 5.006298)
C (-1.009919, 0.650163, 4.867392)
C (-1.062553, 1.250619, 3.623703)
H (-0.797635, 2.955627, 0.012807)
H (-0.310349, 3.285131, 1.689145)
H (-1.989882, 2.911066, 1.321629)
H (0.145866, -1.323590, 1.753950)
H (0.249416, -2.359527, 3.960907)
H (-0.496175, -1.120388, 5.981884)
H (-1.339117, 1.203640, 5.739473)
H (-1.431465, 2.265498, 3.543378)

Forces on atoms 1 to 3 (eV/Å):
Pt 0.082 0.313 0.152
O -0.030 0.029 -0.019
C -0.022 -0.073 0.029

<S²> = 2.04
Multiplicity = 3
Total charge = -1
HOMO energy (spin up / spin down) = -3.61 / -5.28 eV
ΔE to the lowest compared entry with this formula, charge and spin = 0.000 eV
Orbital gap (spin up / spin down) = 6.221 / 7.636 eV

Atomic partial charges in e from the Mulliken method, atoms 1 to 6: Pt 0.3240; O -0.7416; C 0.4456; O -0.6337; C -0.6474; P 0.5937

=====

(2)
C29H35BeN7P2 | the ωB97M-V functional and the def2-TZVPD basis

Cartesian coordinates (Å):
Be (0.931279, -0.004564, 6.008900)
C (-1.401997, 1.851608, 4.850017)
C (-1.638322, 0.866290, 3.982669)
C (-1.060383, 0.736559, 2.598428)
C (0.220862, -0.134259, 2.533489)
C (1.149693, -0.043043, 3.678035)
C (1.369998, 1.040285, 4.506748)
C (0.945491, 2.430114, 4.056188)
C (-0.345771, 2.922928, 4.724193)
C (1.770350, -1.439974, 6.289548)
H (-1.968528, 1.921322, 5.783114)
H (-2.346190, 0.070560, 4.243297)
H (-0.862213, 1.727966, 2.162122)
H (-1.815803, 0.247508, 1.953437)
H (-0.094964, -1.187554, 2.447460)
H (0.760562, 0.072047, 1.591138)
H (1.828501, -0.900759, 3.745920)
H (2.294928, 1.087190, 5.119607)
H (0.825127, 2.442898, 2.967286)
H (1.754704, 3.144954, 4.277993)
H (-0.099147, 3.278375, 5.739765)
H (-0.740710, 3.809351, 4.189900)
H (1.933803, -1.664618, 7.350566)
H (2.744997, -1.365050, 5.777560)
H (1.158979, -2.258269, 5.892723)
P (1.295931, -1.195985, -3.078723)
P (-1.668138, -0.658490, -2.699435)
N (2.742324, -0.238493, -2.936591)
N (2.071055, -2.465352, -4.069767)
N (-1.948358, 1.056685, -2.418731)
N (-3.351189, -1.025467, -3.050402)
C (0.466907, -0.225360, -4.440488)
C (-1.040955, -0.536900, -4.444740)
C (3.090368, 0.405956, -1.738190)
C (4.105925, 1.303044, -2.001858)
C (4.410729, 1.214992, -3.404128)
C (3.564553, 0.264089, -3.953210)
C (2.256159, -3.761992, -3.568045)
C (2.693943, -4.578806, -4.600980)
C (2.789351, -3.766378, -5.782524)
C (2.420221, -2.475351, -5.422336)
C (-1.811443, 1.647100, -1.154432)
C (-1.932032, 3.022851, -1.292329)
C (-2.148302, 3.297455, -2.684654)
C (-2.168528, 2.077797, -3.346101)
C (-4.295489, -0.330110, -3.819599)
C (-5.364606, -1.174810, -4.075824)
C (-5.075861, -2.435658, -3.449374)
C (-3.849922, -2.320777, -2.827613)
H (0.900166, -0.452113, -5.423968)
H (0.649603, 0.844909, -4.242476)
H (-1.583468, 0.216182, -5.028679)
H (-1.244863, -1.511784, -4.919026)
H (2.563632, 0.150013, -0.828867)
H (4.577754, 1.961510, -1.285692)
H (5.154380, 1.786984, -3.940322)
H (3.471268, -0.094754, -4.967595)
H (2.055873, -3.965367, -2.527604)
H (2.921212, -5.627424, -4.529349)
H (3.083520, -4.085771, -6.767469)
H (2.381068, -1.574410, -6.016772)
H (-1.649002, 1.024111, -0.288142)
H (-1.879152, 3.750212, -0.501410)
H (-2.275132, 4.260024, -3.149225)
H (-2.325195, 1.866238, -4.392956)
H (-4.130541, 0.699367, -4.102377)
H (-6.246358, -0.926786, -4.649260)
H (-5.698899, -3.319505, -3.471882)
H (-3.262390, -3.020678, -2.248646)
N (-0.100320, 0.441738, 7.160643)
C (-0.480522, 0.336724, 8.285972)
N (-1.018377, 0.193028, 9.428337)
C (-0.440563, 0.501989, 10.574878)
N (0.008408, 0.793677, 11.621848)

Forces on atoms 1 to 3 (eV/Å):
Be -0.703 -0.636 1.158
C -0.224 0.141 0.087
C -0.508 -0.032 0.129

Total charge = 0
HOMO energy = -8.70 eV
ΔE to the lowest compared entry with this formula, charge and spin = 0.116 eV
Orbital gap = 8.023 eV

Atomic partial charges in e from the Mulliken method, atoms 1 to 6: Be -0.3397; C -0.7416; C -0.3791; C -0.5066; C -0.5104; C -0.6424

=====

(3)
C29H35Cl2I2N6O5PY | the ωB97M-V functional and the def2-TZVPD basis

Cartesian coordinates (Å):
Y (-0.200400, 0.569111, -0.098744)
C (-1.719100, 3.344811, 0.983156)
N (-0.471300, 2.618911, 1.276956)
C (0.669800, 3.524211, 1.088856)
C (-0.526800, 2.029211, 2.603156)
C (0.025900, 2.633111, 3.716856)
C (0.077500, 1.976111, 4.938156)
C (-0.388500, 0.679411, 5.026856)
C (-0.965000, 0.064111, 3.929856)
C (-1.105800, 0.731811, 2.705456)
N (-1.628500, 0.209611, 1.534956)
C (-2.416700, -0.903589, 1.460956)
C (-3.083700, -1.574589, 2.504456)
C (-3.742900, -2.771689, 2.292056)
C (-3.756100, -3.361789, 1.041156)
C (-3.245700, -2.644489, -0.043744)
C (-2.658700, -1.400289, 0.137556)
N (-2.355700, -0.497189, -0.944844)
C (-3.385400, 0.562611, -0.941144)
C (-2.378000, -1.101489, -2.277644)
H (-1.780600, 4.269411, 1.572956)
H (-2.568300, 2.709411, 1.231156)
H (-1.765300, 3.605411, -0.075944)
H (0.526600, 4.481011, 1.605256)
H (0.778200, 3.737711, 0.023256)
H (1.583600, 3.053311, 1.452556)
H (0.437000, 3.628111, 3.654056)
H (0.510500, 2.460811, 5.797956)
H (-0.313500, 0.130411, 5.951856)
H (-1.258800, -0.968589, 4.026456)
H (-3.127800, -1.127589, 3.483656)
H (-4.263900, -3.241189, 3.112456)
H (-4.227400, -4.320289, 0.885956)
H (-3.416200, -3.036389, -1.034544)
H (-4.363300, 0.140811, -1.204144)
H (-3.120200, 1.323211, -1.671044)
H (-3.452700, 1.015911, 0.045256)
H (-3.393900, -1.380289, -2.585144)
H (-1.736000, -1.978789, -2.317444)
H (-1.998400, -0.367789, -2.989544)
I (-2.292000, 3.349411, -3.936644)
C (-0.229900, 3.039911, -3.661244)
C (0.706300, 3.542511, -4.551444)
C (2.049100, 3.331911, -4.341044)
I (3.426400, 4.144111, -5.734344)
C (2.496300, 2.591911, -3.229544)
C (3.843100, 2.324511, -2.917744)
C (4.147200, 1.586111, -1.806144)
C (3.112900, 1.106611, -0.989644)
N (1.842700, 1.332811, -1.239744)
C (1.521800, 2.067311, -2.332044)
C (0.120400, 2.301911, -2.531144)
O (-0.752700, 1.847811, -1.696544)
H (0.369700, 4.102411, -5.409944)
H (4.621400, 2.715311, -3.556244)
H (5.170700, 1.375111, -1.543944)
H (3.340700, 0.530911, -0.104144)
Cl (3.782600, -0.718689, 3.053556)
C (2.093900, -1.232289, 3.072256)
Cl (1.962400, -2.981589, 3.147856)
C (1.368800, -0.723789, 1.825456)
O (1.578400, 0.428911, 1.454256)
O (0.537400, -1.495689, 1.274956)
H (1.601500, -0.805289, 3.951756)
N (3.383700, -2.541289, -2.712644)
C (2.010800, -3.075489, -2.665344)
P (1.353500, -2.332989, -1.023944)
O (2.667600, -1.975089, -0.396844)
O (0.370200, -1.273089, -1.398044)
C (0.603600, -3.903489, -0.287444)
N (-0.508200, -3.697989, 0.648956)
H (4.099100, -3.240089, -2.913744)
H (3.459100, -2.183289, -1.651744)
H (3.483300, -1.743989, -3.343644)
H (2.037800, -4.161789, -2.650444)
H (1.405800, -2.741389, -3.506644)
H (1.433200, -4.381289, 0.237356)
H (0.284500, -4.545989, -1.110044)
H (-0.170600, -2.924289, 1.294256)
H (-0.736000, -4.543789, 1.179456)
H (-1.391000, -3.319389, 0.202656)

Forces on atoms 1 to 3 (eV/Å):
Y 0.382 -0.614 -0.521
C -0.271 0.119 -0.087
N -0.008 0.239 0.387

Total charge = +1
HOMO energy = -9.29 eV
ΔE to the lowest compared entry with this formula, charge and spin = 0.811 eV
Orbital gap = 6.626 eV

Atomic partial charges in e from the Mulliken method, atoms 1 to 6: Y -0.2052; C -1.1766; N 1.3567; C -1.3403; C 0.8053; C -0.6337